A gas-phase ion, C3H10N2 (charge +1). Source: the Open Molecules 2025 dataset; level of theory: the ωB97M-V functional and the def2-TZVPD basis.

Last column: Mulliken spin population.
Atoms and positions in Å:
1 N 0.053396 1.499930 -1.847695  0.052
2 C -0.534156 0.417964 -1.133586  0.050
3 C 0.275543 0.115134 0.136731  0.023
4 C -0.434481 -0.728362 1.127877  0.007
5 N 0.670112 -1.077048 2.189324  0.854
6 H -0.598095 2.220183 -2.187168  0.001
7 H 0.395304 1.230320 -2.743906  0.001
8 H -1.649552 0.340067 -0.955286  0.003
9 H -0.362754 -0.633714 -1.625417  -0.002
10 H 0.351325 1.110584 0.581841  0.003
11 H 1.340488 0.026785 -0.134392  -0.008
12 H -1.216853 -0.245094 1.656042  0.026
13 H -0.810499 -1.684032 0.671638  0.018
14 H 1.577858 -0.515718 1.974002  -0.014
15 H 0.942369 -2.076996 2.289989  -0.016

Cartesian forces (eV/Å) of the 2 atoms listed first:
-1.128 1.037 -0.628
-0.674 -4.349 -1.150

The expectation value of S² is 0.76. The value obtained for the LUMO energy (alpha / beta) is -3.4 / -8.9 eV. As for the net charge: +1. Its spin multiplicity is 2. The value obtained for the frontier orbital gap (alpha / beta) is 10.386 / 4.631 eV.

=====

A molecular structure, C6H14BClO4PPt. Source: the Open Molecules 2025 dataset; level of theory: the ωB97M-V functional and the def2-TZVPD basis.

Last column: natural (NBO) charge in e.
Atoms and positions in Å:
1 O -1.081573 4.126264 0.641174  -0.725
2 C -1.508148 2.971760 1.356533  -0.055
3 C -0.260848 2.286361 1.888272  -0.408
4 C 0.397390 1.393312 0.819700  -0.420
5 C 1.219205 0.321999 1.510680  -0.343
6 B 1.299826 -1.022188 0.454466  0.597
7 O 2.056059 -0.854318 -0.701151  -0.581
8 C 1.133811 -0.781003 -1.767255  -0.114
9 C 0.004951 -1.715881 -1.248967  -0.243
10 P 0.420594 -3.507914 -1.809141  1.226
11 O 0.088073 -3.369554 -3.360403  -0.967
12 Cl -1.172707 -4.581647 -1.074361  -0.310
13 O 0.077636 -1.604001 0.115203  -0.502
14 H -1.747988 4.803364 0.716864  0.485
15 H -2.157046 3.255406 2.178622  0.189
16 H -2.052604 2.322535 0.673544  0.160
17 H -0.492987 1.734517 2.793255  0.218
18 H 0.429438 3.083315 2.141024  0.244
19 H -0.376749 1.008108 0.165204  0.222
20 H 1.068714 2.004280 0.226617  0.242
21 H 2.248765 0.623678 1.649571  0.258
22 H 0.798770 0.025064 2.460401  0.244
23 H 1.763243 -1.785512 1.346823  0.261
24 H 1.594362 -1.043808 -2.711676  0.222
25 H 0.718240 0.223665 -1.835406  0.200
26 H -0.998133 -1.481350 -1.599093  0.249
27 H -0.156727 -2.487400 -3.658358  0.509
28 Pt -3.313570 -5.949054 -1.372144  0.142

Cartesian forces (eV/Å) of the 2 atoms listed first:
0.279 -0.371 -0.014
0.202 0.470 -0.307

The value obtained for the LUMO energy is -8.1 eV. As for the net charge: +1. The value obtained for the frontier orbital gap is 2.563 eV.

=====

A molecular structure, C16H28AuN7OPS3. Source: the Open Molecules 2025 dataset; level of theory: the ωB97M-V functional and the def2-TZVPD basis.

Last column: Mulliken spin population.
Atoms and positions in Å:
1 Au 0.724585 -0.188137 0.001752  0.278
2 S 0.533720 1.674923 1.646755  0.524
3 C 2.171501 2.154099 1.880328  0.116
4 C 2.401894 3.169610 2.818799  -0.045
5 C 3.668306 3.640334 3.058006  0.086
6 C 4.753487 3.111242 2.349758  0.027
7 C 4.552927 2.111289 1.430267  0.010
8 C 3.267988 1.596034 1.185060  0.087
9 S 3.147332 0.279841 0.083185  0.547
10 H 1.544945 3.558175 3.345840  -0.002
11 H 3.826521 4.417528 3.791945  0.005
12 H 5.749529 3.485270 2.534678  0.003
13 H 5.380393 1.685459 0.884750  -0.002
14 N -1.262548 -2.387884 3.504276  0.001
15 C -1.003421 -1.545992 2.480126  -0.009
16 N -1.909397 -0.563995 2.281060  0.004
17 O -0.044814 -1.743610 1.730299  0.017
18 H -2.028230 -2.236679 4.137354  0.000
19 H -0.592364 -3.095300 3.744856  -0.001
20 H -2.564741 -0.321409 3.003514  0.001
21 H -1.662979 0.160205 1.626716  0.010
22 C -3.115795 0.856069 -3.642009  0.000
23 N -3.712509 0.651519 -2.330394  0.009
24 C -4.018915 1.939703 -1.726402  0.000
25 N -2.858625 2.812303 -1.651134  0.006
26 C -2.284145 2.975235 -2.977278  0.000
27 N -1.935411 1.700313 -3.581333  0.006
28 C -0.833834 1.057813 -2.913059  0.007
29 P -1.246281 0.651581 -1.139446  0.123
30 C -2.892924 -0.169684 -1.483161  0.004
31 C -1.889775 2.349108 -0.694543  0.010
32 H -3.855687 1.342576 -4.283008  0.001
33 H -2.850309 -0.112403 -4.075939  0.000
34 H -4.418813 1.782255 -0.719428  0.000
35 H -4.780176 2.432769 -2.336442  0.000
36 H -1.394126 3.608848 -2.913876  0.000
37 H -3.024189 3.467705 -3.613225  0.000
38 H 0.037114 1.726420 -2.920778  -0.001
39 H -0.574388 0.126027 -3.431493  -0.002
40 H -3.411597 -0.352265 -0.533665  0.001
41 H -2.691761 -1.127402 -1.979087  -0.002
42 H -1.036093 3.038689 -0.673282  -0.006
43 H -2.343627 2.325003 0.303992  0.003
44 C 0.557896 -4.914724 1.358066  -0.002
45 N 0.299525 -4.070707 0.214763  0.015
46 C 1.219665 -3.308753 -0.370981  0.014
47 S 0.680805 -2.207911 -1.564439  0.132
48 N 2.497902 -3.450050 -0.067346  0.015
49 C 3.607716 -2.813856 -0.726941  0.014
50 H -0.381330 -5.328424 1.711493  0.000
51 H 1.020035 -4.337591 2.164312  0.002
52 H 1.219264 -5.740784 1.089571  0.001
53 H -0.656538 -3.875868 -0.040133  -0.001
54 H 2.740024 -4.038487 0.717831  0.000
55 H 3.239768 -2.161884 -1.515401  -0.002
56 H 4.255290 -3.575351 -1.161508  0.002
57 H 4.177208 -2.218793 -0.013620  -0.005

Cartesian forces (eV/Å) of the 2 atoms listed first:
0.078 0.734 -0.309
0.466 -0.096 -0.104

The expectation value of S² is 2.03. The value obtained for the LUMO energy (alpha / beta) is -2.0 / -5.0 eV. As for the net charge: +1. Its spin multiplicity is 3. The value obtained for the frontier orbital gap (alpha / beta) is 7.573 / 5.565 eV.

=====

C3H5N3 in the gas phase. Source: the Open Molecules 2025 dataset; level of theory: the ωB97M-V functional and the def2-TZVPD basis.

Last column: natural (NBO) charge in e.
Atoms and positions in Å:
1 C 1.342663 1.204560 -0.060112  -0.410
2 N 0.222428 0.298218 0.031729  0.006
3 N -0.237518 -0.206081 1.161573  -0.239
4 C -1.176138 -1.064980 0.762541  -0.106
5 C -1.220872 -1.042149 -0.641937  -0.113
6 N -0.329074 -0.159183 -1.071131  -0.241
7 H 1.042506 2.213334 0.225773  0.212
8 H 1.658832 1.189589 -1.104224  0.232
9 H 2.145518 0.844721 0.583305  0.220
10 H -1.737819 -1.627582 1.498347  0.219
11 H -1.710526 -1.650448 -1.385863  0.219

Cartesian forces (eV/Å) of the 2 atoms listed first:
0.097 0.137 0.045
0.075 0.036 -0.101

As for the structure (SMILES): Cn1nccn1. The value obtained for the LUMO energy is 1.2 eV. As for the net charge: 0. The value obtained for the frontier orbital gap is 10.913 eV.

=====

2 unconnected molecules or ions with the total composition C4H8NS. Source: the Open Molecules 2025 dataset; level of theory: the ωB97M-V functional and the def2-TZVPD basis.

Last column: natural (NBO) charge in e.
Atoms and positions in Å:
1 C 0.151076 2.067498 -1.618932  -0.534
2 C -0.994965 1.688339 -1.593232  0.034
3 C 1.026630 -0.481674 1.116423  -0.325
4 C -0.407636 -0.946334 -0.436170  -0.469
5 N -0.345892 -1.247578 0.987145  -0.548
6 S 1.292989 -0.485005 -0.674162  0.415
7 H 0.822100 2.923255 -1.785548  0.307
8 H 0.916135 1.203061 -1.497755  0.241
9 H -1.822799 1.022134 -1.301295  0.267
10 H 0.931851 0.435045 1.699411  0.257
11 H 1.858935 -1.125100 1.503012  0.256
12 H -0.990947 -1.599200 -1.035660  0.223
13 H -0.288928 -2.302706 1.028054  0.438
14 H -1.128327 -0.923301 1.585521  0.438

Cartesian forces (eV/Å) of the 2 atoms listed first:
4.550 2.170 -0.760
-4.382 -2.426 1.227

The value obtained for the LUMO energy (alpha / beta) is -4.7 / -4.1 eV. As for the net charge: +1. The value obtained for the frontier orbital gap (alpha / beta) is 6.873 / 7.841 eV.

=====

| no. | strongest force on any atom (eV/Å) |
| --- | --- |
| 1 | 4.55 |
| 2 | 2.73 |
| 3 | 1.04 |
| 4 | 0.50 |
| 5 | 5.16 |